Below is a 2-piece molecular cluster, C4H5N3 overall, with properties calculated with ωB97M-V/def2-TZVPD.

As for the maximum force: 5.64 eV/Å. The calculation puts the HOMO-LUMO gap (alpha / beta) at 0.370 / 0.299 hartree. The HOMO energy (alpha / beta) comes out at -10.72 / -8.60 eV. Its energy above the lowest of the compared OMol25 structures with the same formula, charge and spin is 743.0 kJ/mol.

Atoms and positions in Å:
C (-1.2365, 0.3581, 0.4941)
N (-0.4287, -0.5488, -0.1739)
C (1.1248, -0.3516, 0.2650)
C (2.0095, -0.7764, -0.8167)
N (2.7088, -1.1623, -1.6495)
C (1.2778, 1.0857, 0.6017)
N (0.8924, 2.1296, 0.9169)
H (-3.5508, -0.8086, -0.5454)
H (-1.6914, 1.0736, -0.2974)
H (-1.9462, 0.4361, 1.2951)
H (-0.4244, -0.3943, -1.1974)
H (1.2646, -1.0409, 1.1075)